Here is a single C5H13NO molecule from the OMol25 dataset. Energies are from ωB97M-V/def2-TZVPD.

Structure (ORCA input):
```
! RIJCOSX wB97M-V def2-TZVPD def2/J DEFGRID3
* xyz 0 1
O -0.1276 -0.5525 2.7298
C 0.6652 1.2790 -1.1911
H 1.5912 -1.2047 -1.3623
H -1.3513 -1.0652 0.3664
H 0.9459 -1.3383 1.1585
H 0.8766 1.4410 -2.2429
H 0.1688 -2.1192 -1.0551
H 0.4716 -0.2612 3.4195
H -1.0968 0.2102 -1.5544
H 0.2050 2.1469 -0.7273
C 0.5213 -1.2097 -1.5621
C -0.7180 -0.1705 0.4458
H 1.6321 1.1660 -0.6930
N -1.4437 1.0214 0.8710
H 1.1143 0.4121 1.3578
C 0.4116 -0.4316 1.4299
H 0.3409 -1.2889 -2.6241
H -2.3352 1.0453 0.3773
C -0.1822 0.0214 -0.9942
H -1.6895 0.8985 1.8503
*
```

Values from the calculation:
- LUMO: 0.92 eV
- HOMO energy: -9.35 eV
- SMILES string: CC(C)[C@H](N)CO

Here is a single C2HN3O3 molecule at a distorted geometry from the OMol25 dataset. Energies are from ωB97M-V/def2-TZVPD.

Structure (ORCA input):
```
! RIJCOSX wB97M-V def2-TZVPD def2/J DEFGRID3
* xyz 0 1
H -0.4706 -1.3457 1.8393
N -1.0870 0.0356 -0.8974
O -1.9471 -0.8079 -0.7901
C 0.2020 -0.7858 1.1791
C -0.0629 -0.0042 0.0556
N 1.9713 0.3803 0.9354
O -1.0939 0.8380 -1.7880
N 1.4182 -0.4931 1.6430
O 0.9808 0.7982 -0.0488
*
```

Values from the calculation:
- LUMO: -1.78 eV
- HOMO energy: -11.36 eV
- SMILES string: O=[N+]([O-])c1cnno1

Here is 8 unconnected molecules or ions with the total composition C22H54O11S8 at a distorted geometry from the OMol25 dataset. Energies are from ωB97M-V/def2-TZVPD.

Structure (ORCA input):
```
! RIJCOSX wB97M-V def2-TZVPD def2/J DEFGRID3
* xyz 0 1
S 1.6652 -3.1195 -1.6119
H -5.3887 -1.0258 -5.2319
H 0.7683 -1.9099 0.2579
S -4.4591 1.0391 -4.6521
O 1.7214 1.1586 -2.4517
H -2.9176 1.2546 -2.7859
S 2.6437 -1.3601 3.3386
C 3.1597 -2.8794 4.0792
O 3.0352 -2.7463 -1.8866
C -1.2621 0.0086 1.8270
C -0.3173 -1.2737 -1.6390
H 4.9164 0.7575 -3.7978
H 4.2527 -3.0285 4.0968
H 3.4874 2.4220 3.8922
C 0.1924 1.7144 0.5081
O -5.3513 2.0554 -5.1043
O -2.3018 1.6531 0.0476
H -4.0227 -0.2929 -1.4035
H -1.2613 3.6293 -3.2044
H -0.9729 -5.6692 5.4384
H -0.1134 -3.8185 -2.9385
H 0.7846 -0.9297 -3.5116
C 4.2307 0.8705 -3.0225
C -2.5547 -3.1239 6.4749
H 2.6382 -3.7107 3.4959
H -2.7588 6.5318 -3.5056
H 3.3837 -0.6570 1.2662
C 0.0424 -1.6251 -3.0733
H 3.7591 3.4525 -4.4330
H -0.5857 4.0312 -1.6534
H -3.6718 -4.8403 5.7438
H -3.5375 -2.6607 6.7007
H -2.1609 -0.3820 2.2890
S -0.6408 -3.5097 4.6668
H 3.1719 -2.3460 1.2475
C 0.9123 -1.7227 -0.7714
H -2.5240 5.1866 -4.6843
H 4.5629 -1.7256 2.0929
O 0.3729 5.1868 -4.2146
C 5.3996 2.0037 2.2564
H 4.0453 -0.1654 -2.7317
H -2.0142 -5.4210 4.0907
H -4.4247 2.2646 -2.6115
H -5.6408 0.2040 -1.7505
H 1.7254 -0.9651 -0.8776
C -4.6362 0.0476 -2.2078
H -0.4889 -0.0949 2.6217
C -2.0961 6.0603 -4.1575
H 1.2603 -3.2306 -3.9763
O 3.0110 1.7362 1.1230
H 0.2451 2.4938 -0.2289
H 2.9126 -2.8207 5.1050
H 2.0176 3.5794 -4.1351
C -1.2460 4.3275 -2.4074
C -4.7167 -1.0942 -3.2181
O 3.3477 -0.2230 3.9940
C -1.9037 -2.3832 5.3298
C 3.3563 3.2905 3.2367
S -1.3872 1.6991 1.1740
H -2.2168 4.4905 -1.9299
C -3.9994 1.3219 -2.8987
H -2.3969 -5.2719 6.8802
C 0.6615 -3.0293 -3.1045
H 0.3633 0.7877 -0.0030
H 0.9484 1.8597 1.2812
C -1.6062 -4.9555 5.0100
H -1.9846 -3.0790 7.3667
H -1.2869 -1.6431 -1.4070
O -0.4578 -3.3354 3.2416
H -0.9111 -0.6058 1.0119
S 2.7191 1.3571 -3.6426
H 3.7670 4.2742 3.5367
H -6.4173 0.0255 -4.1566
H -2.6081 -2.3030 4.4998
C -2.6945 -4.6038 6.0766
O -3.3168 0.7404 -5.4405
O 1.4247 -4.3702 -0.9067
H -0.8326 -1.5849 -3.6972
H 4.5488 1.3853 -2.1174
C 3.4976 -1.5441 1.8671
H -3.7183 -1.4419 -3.4982
H -0.4149 -0.1952 -1.6065
H 5.9238 2.7241 2.9159
H -5.2992 -1.9426 -2.9046
C 2.9348 3.1560 -3.7450
S 3.9629 2.7829 1.5733
S -0.6163 5.7504 -3.2865
H 2.2619 3.4697 3.1816
H 3.1362 3.5642 -2.7292
C -5.4102 -0.4075 -4.3714
H -1.4185 -1.4134 5.5075
H 6.0783 1.6830 1.4776
H 5.0841 1.1942 2.9090
H -1.8761 6.7476 -4.9892
O 0.5051 -3.4908 5.5831
*
```

Values from the calculation:
- LUMO: 0.24 eV
- HOMO energy: -8.68 eV

Here is 3 unconnected molecules or ions with the total composition C23H41ClN5O5P at a distorted geometry from the OMol25 dataset. Energies are from ωB97M-V/def2-TZVPD.

Structure (ORCA input):
```
! RIJCOSX wB97M-V def2-TZVPD def2/J DEFGRID3
* xyz 0 1
H -1.4996 -0.1005 4.5582
O -1.1606 1.5402 -2.5224
C 3.7918 3.5470 -0.8833
H 2.2016 -1.7345 -0.9698
C -2.2849 1.1027 -1.7633
H -1.8759 0.4826 -0.9602
O 2.9572 2.9926 -1.8858
C 0.3410 1.8102 0.2380
H -0.0894 -6.1979 1.8789
C 3.5350 1.8616 -2.5373
H 1.6959 0.7931 -2.4035
C 3.2089 -1.3256 4.0108
H 3.4717 -0.2363 3.9660
O -3.3077 -3.0021 2.0284
H 3.7472 -1.8142 3.1446
C -5.4616 2.6904 -4.4011
H -3.9773 -0.2287 -1.8622
C -3.2617 0.2260 -2.5549
C 4.3388 -3.3851 5.4786
H 5.2743 -3.4318 4.8618
O -4.4321 3.5021 -4.9647
H 1.3328 2.1986 0.4810
C 2.0527 -0.8454 -0.3478
C -4.9229 1.8995 -3.2142
H -3.5256 2.1292 -6.2340
C 1.6511 -1.5735 3.8956
H -5.7602 1.4365 -2.6820
H 4.5981 1.7500 -2.3036
C -4.0454 3.0915 -6.2655
C 2.7545 0.5971 -2.1962
H 0.0355 -1.4252 0.0073
C 3.6317 -1.9890 5.3898
N -0.7828 -4.3796 2.7169
H 3.8822 2.8683 -0.0298
C -1.2022 -2.1309 3.6767
H 3.4488 2.0414 -3.6132
C -1.3778 2.7311 -3.2645
C 1.6777 -4.9079 2.3473
H -4.1886 -3.4290 2.0330
H 4.7836 3.7806 -1.2820
H -4.9111 3.0272 -6.9312
H -2.0859 3.4043 -2.7755
H -1.7151 2.4928 -4.2748
H 2.8207 1.0222 -0.2115
H 0.1384 1.9197 -0.8289
N -3.9966 0.8571 -3.6517
H -3.3567 3.8373 -6.6632
H 2.3698 -1.1147 0.6651
H 1.1225 0.4002 4.7677
H -2.6889 -0.5946 -2.9977
H -0.3857 2.4123 0.7888
N 3.3319 -1.3388 6.4573
H 3.0886 -0.2172 -2.8478
H 3.3313 4.4719 -0.5352
H -2.7787 1.9458 -1.2682
N 2.1916 -3.7614 2.8666
H 0.1523 -0.2456 -1.2779
H 3.6057 -4.1567 5.1010
H 4.5900 -3.6758 6.5387
H 2.4046 -5.6589 1.9417
N 2.9589 0.2100 -0.8008
H -6.2364 3.3728 -4.0388
Cl -3.5871 -3.7337 5.0759
C -0.2354 -3.1991 3.2022
P -3.0751 -2.3343 3.5799
C -0.7498 -0.8643 4.2434
O 0.2205 0.4651 0.6792
C 0.5584 -0.5119 -0.2967
H -3.3250 1.2631 -4.2919
H -0.4197 3.2473 -3.3572
H -5.9207 2.0320 -5.1444
C 0.7213 -0.5606 4.3612
C 0.2186 -5.2008 2.3000
C 1.2004 -2.8897 3.3007
H 3.6195 -1.8662 7.2893
H -4.4328 2.6082 -2.5367
*
```

Values from the calculation:
- LUMO: -0.72 eV
- HOMO energy: -8.51 eV
- SMILES string: [H]/N=C(\C)Cc1ccc(P(O)Cl)c2nccnc12.COCCNCCOC.COCCNCCOC

Here is a single C3H5N3OS molecule at a distorted geometry from the OMol25 dataset. Energies are from ωB97M-V/def2-TZVPD.

Structure (ORCA input):
```
! RIJCOSX wB97M-V def2-TZVPD def2/J DEFGRID3
* xyz 0 1
H -0.1369 2.2727 -1.3028
H -0.5525 -2.4568 0.7177
C -0.1798 -1.0374 -0.7944
H 0.0872 0.6766 3.7015
C -0.3334 -0.2944 1.3628
N 0.2693 0.2636 -0.5777
H 1.5209 1.4818 -1.6159
O -0.0425 -1.8423 -1.6910
S -0.7061 -0.4033 3.1570
C 0.4637 1.2433 -1.6456
N 0.1123 0.6987 0.6820
H 0.1338 0.7199 -2.5626
N -0.6360 -1.3224 0.5689
*
```

Values from the calculation:
- LUMO: 0.55 eV
- HOMO energy: -8.55 eV
- SMILES string: Cn1nc(S)[nH]c1=O

Here is 2 unconnected molecules or ions with the total composition C5H9FO2S at a distorted geometry from the OMol25 dataset. Energies are from ωB97M-V/def2-TZVPD.

Structure (ORCA input):
```
! RIJCOSX wB97M-V def2-TZVPD def2/J DEFGRID3
* xyz 0 1
S -1.7472 -0.0017 0.0873
O -1.4272 0.6447 1.3353
C 0.6803 -0.3799 -1.2258
H 2.0512 2.1014 0.1141
H -2.7028 -1.7542 -1.1392
H 0.5168 -0.4518 1.7894
H -2.2067 -2.3242 0.5799
H 1.5230 -1.5651 1.0558
H 0.3682 2.1131 0.7190
O -2.1682 0.7533 -1.0655
C -2.5485 -1.4489 -0.0750
H 2.3488 0.0553 1.5503
C 1.4137 -0.3786 1.1741
C 1.1232 0.2864 -0.1659
H 0.4301 0.2267 -2.0875
C 0.9807 1.7899 -0.1416
H 0.8237 2.0911 -1.2010
F 0.5409 -1.7577 -1.3036
*
```

Values from the calculation:
- LUMO (spin up / spin down): -0.86 / -0.86 eV
- HOMO energy (spin up / spin down): -9.56 / -9.56 eV
- SMILES string: C=S(=O)=O.CC(C)=CF

Here is a gas-phase ion, C4H6NO6S (charge -1) at a distorted geometry from the OMol25 dataset. Energies are from ωB97M-V/def2-TZVPD.

Structure (ORCA input):
```
! RIJCOSX wB97M-V def2-TZVPD def2/J DEFGRID3
* xyz -1 1
C -1.4182 -0.7873 -0.4061
O 2.0094 1.9162 0.5625
S 1.6686 -0.9884 0.0275
H -1.7437 1.0854 2.3271
H -0.8696 -1.5278 0.0551
O 1.5228 -0.8846 1.4825
C -0.3714 0.0791 -1.3485
H -0.3213 -0.0716 2.0523
H -0.9260 0.9527 -1.6955
O 3.0526 -0.9439 -0.4914
H -2.1870 -1.3331 -0.9848
C 0.7538 0.4917 -0.4499
H -0.1189 -0.5913 -2.2195
O 0.9625 -2.1066 -0.5741
C -1.3679 0.3636 1.7034
N 1.0325 1.7329 -0.1219
O -2.0067 -0.0342 0.6373
O 0.3287 2.6472 -0.5560
*
```

Values from the calculation:
- LUMO (spin up / spin down): 3.25 / 1.52 eV
- HOMO energy (spin up / spin down): -5.19 / -3.98 eV